Formula: C38H32Br2ClN2O2PRb
Source: OMol25
Level of theory: ωB97M-V/def2-TZVPD

Calculated values
E_tot = -7701.04031 a.u.
Energy relative to the best compared isomer or geometry (same formula, charge and spin) = 0.00 kJ/mol
Total charge = -1
Molecular weight = 860.39 g mol⁻¹
HOMO-LUMO gap = 4.90 eV
Maximum force = 0.14 eV/Å

Each line ends with the Mulliken charge.
Positions of all 79 atoms, in Å:
Rb (0.831519, -0.838198, -0.098926)  0.629
C (0.986645, -0.187447, 3.866787)  -1.298
C (1.839169, 0.435325, 2.796520)  0.830
C (3.035950, -0.147339, 2.391615)  -0.351
C (3.777572, 0.391141, 1.345332)  -0.248
C (3.332896, 1.533684, 0.697370)  -0.498
C (2.144307, 2.134557, 1.103167)  -0.359
C (1.403377, 1.587295, 2.138723)  -0.151
H (0.021834, -0.473110, 3.442344)  0.029
H (0.796259, 0.518567, 4.677473)  0.383
H (1.464219, -1.073650, 4.284811)  0.375
H (3.371629, -1.058963, 2.872190)  0.230
H (4.685242, -0.101032, 1.019429)  0.300
H (3.893821, 1.941864, -0.133938)  0.354
H (1.776765, 3.012330, 0.585655)  0.359
H (0.442669, 2.010581, 2.404071)  0.092
O (-3.217075, 1.079092, 1.856107)  -0.793
C (-2.471364, 0.095694, 1.745111)  0.243
O (-1.256240, 0.090741, 1.398623)  -0.038
C (-3.073500, -1.297419, 2.034478)  -1.016
P (-1.904029, -2.610078, 1.499570)  0.233
C (-2.000345, -2.505134, -0.333775)  0.002
C (-2.752584, -1.561507, -1.030041)  0.057
C (-2.721201, -1.521074, -2.419150)  -0.636
C (-1.932756, -2.412409, -3.131285)  -0.587
C (-1.161202, -3.344136, -2.447915)  -0.325
C (-1.196590, -3.386382, -1.062546)  -0.493
C (-2.956035, -4.105568, 1.753447)  0.433
C (-4.077600, -4.399828, 0.978386)  -0.237
C (-4.845262, -5.524662, 1.238020)  -0.680
C (-4.504255, -6.375612, 2.282287)  -0.420
C (-3.390739, -6.097429, 3.059822)  -0.524
C (-2.621713, -4.971999, 2.791389)  -0.431
H (-4.063498, -1.383076, 1.581715)  0.440
H (-3.213809, -1.401228, 3.113690)  0.599
H (-3.351119, -0.832735, -0.497956)  0.246
H (-3.305667, -0.774201, -2.944383)  0.378
H (-1.899221, -2.368482, -4.213228)  0.484
H (-0.510688, -4.017530, -2.991676)  0.407
H (-0.569944, -4.098666, -0.534371)  0.268
H (-4.346418, -3.746018, 0.156398)  0.239
H (-5.711014, -5.740581, 0.623863)  0.388
H (-5.102834, -7.255647, 2.482809)  0.363
H (-3.114182, -6.760486, 3.870340)  0.373
H (-1.741658, -4.761230, 3.388827)  0.344
Br (-2.896898, 5.146142, -3.436053)  -0.204
C (-2.126489, 3.598812, -2.656221)  -0.026
C (-2.263001, 3.364124, -1.303798)  -0.966
C (-1.657886, 2.223854, -0.787064)  -0.348
N (-0.974861, 1.362257, -1.535896)  0.602
C (-0.876678, 1.591526, -2.843768)  -0.069
C (-1.428403, 2.713370, -3.456404)  -0.900
C (-0.154128, 0.561426, -3.645148)  0.974
C (-0.510104, 0.313120, -4.965219)  -0.583
C (0.173046, -0.682529, -5.641387)  -0.875
Br (-0.304009, -1.075338, -7.433527)  -0.186
C (1.170841, -1.400206, -5.018336)  -0.064
C (1.444289, -1.073814, -3.693135)  0.015
N (0.807792, -0.120546, -3.021741)  -0.077
H (-2.819707, 4.030783, -0.661687)  0.500
H (-1.744772, 1.973864, 0.265592)  0.279
H (-1.305917, 2.901233, -4.513095)  0.518
H (-1.316440, 0.851200, -5.442234)  0.482
H (1.723857, -2.180107, -5.521964)  0.306
H (2.217648, -1.613866, -3.158975)  0.457
Cl (4.200361, -3.477543, -5.686762)  -0.287
C (3.805352, -3.439982, -3.972886)  0.203
C (4.516306, -2.619868, -3.101523)  -0.695
C (4.195338, -2.572225, -1.762890)  -0.486
C (3.144461, -3.371588, -1.184308)  1.284
C (2.822999, -3.344138, 0.159539)  -1.841
C (2.441747, -4.192574, -2.139933)  -0.365
C (2.769255, -4.228752, -3.474565)  -0.490
H (5.322486, -2.007362, -3.489209)  0.378
H (4.773484, -1.930537, -1.105723)  0.190
H (2.093811, -4.036228, 0.571725)  0.201
H (3.440392, -2.794258, 0.860894)  0.279
H (1.643768, -4.829892, -1.772811)  0.416
H (2.221017, -4.873253, -4.153502)  0.383

Forces on atoms 1 to 3 (eV/Å):
0.029 0.041 -0.119
0.013 -0.004 0.012
0.007 0.013 0.026